The following is a DFT calculation (ωB97M-V/def2-TZVPD) of a cluster of 8 separate species, C41H46ClN3O10 in total.

Geometry (Å):
1 C 2.4261 -0.0661 0.7469
2 C 1.2911 0.0959 1.6999
3 N 0.1271 -0.7121 1.3109
4 C 0.1621 -2.0721 1.1979
5 C -1.2059 -2.5371 1.1519
6 N -1.9709 -1.3531 1.1209
7 C -1.0839 -0.2981 1.2029
8 C -3.3869 -1.2211 0.9029
9 H 2.5361 -1.0641 0.2699
10 H 3.3731 0.3329 1.1179
11 H 2.0781 0.3779 -0.2521
12 H 1.1101 1.1609 1.9519
13 H 1.4861 -0.3041 2.6069
14 H 1.1151 -2.5641 1.2829
15 H -1.5359 -3.5631 1.0009
16 H -1.6049 0.6029 1.0109
17 H -3.7399 -0.8131 1.6619
18 H -3.8439 -2.1891 0.5969
19 H -3.5559 -0.5671 0.1109
20 Cl 3.6641 -3.5671 2.3069
21 N -6.2789 -0.0991 1.3419
22 C -6.9549 0.7739 0.6769
23 C -7.8829 1.5479 1.3769
24 C -8.2069 1.3889 2.6749
25 C -7.4119 0.3999 3.3779
26 C -6.4709 -0.3581 2.6419
27 H -6.6599 1.1249 -0.2401
28 H -8.3499 2.4509 0.8519
29 H -9.1009 1.6729 3.1919
30 H -7.6169 -0.1661 4.3819
31 H -6.0309 -1.1551 3.1609
32 C -1.2099 1.1049 -2.2291
33 C -1.8859 0.6209 -3.5551
34 C -1.7349 1.5579 -4.6591
35 C -1.0039 2.8079 -4.4131
36 C -0.3969 3.1869 -3.2321
37 C -0.4039 2.2869 -2.1521
38 O 0.0591 2.7369 -0.8791
39 O -2.1849 1.2839 -5.8461
40 H -1.5139 0.4499 -1.4001
41 H -2.4059 -0.1841 -3.5331
42 H -1.1049 3.6699 -5.0631
43 H -0.0299 4.3339 -3.0111
44 H 0.1611 3.6259 -0.9521
45 H -1.8199 1.9269 -6.5661
46 C -0.2539 -5.4641 -1.5371
47 C -1.5959 -5.6541 -0.7881
48 C -2.6039 -4.9141 -1.0891
49 C -2.3649 -3.7841 -1.9421
50 C -1.1779 -3.7091 -2.6741
51 C -0.0279 -4.4781 -2.4731
52 O 1.1411 -4.4131 -3.0911
53 O -3.8099 -4.9691 -0.5191
54 H 0.5021 -6.0191 -1.2281
55 H -1.7559 -6.5091 -0.0791
56 H -3.2179 -3.0911 -2.1061
57 H -1.0959 -3.0101 -3.3651
58 H 1.2501 -3.9641 -4.0631
59 H -4.0479 -5.8531 -0.2391
60 C 5.4921 -2.0171 -1.1451
61 C 6.0681 -1.0471 -2.1461
62 C 6.9921 -1.5721 -3.1711
63 C 7.2211 -2.9771 -3.1821
64 C 6.6431 -3.8671 -2.1241
65 C 5.8441 -3.3271 -1.1261
66 O 5.1381 -4.2991 -0.3511
67 O 7.3471 -0.6831 -4.0881
68 H 4.7491 -1.5371 -0.4931
69 H 5.8011 -0.1771 -2.2721
70 H 7.6571 -3.4581 -3.9931
71 H 6.8761 -5.0211 -2.2641
72 H 4.8701 -3.8481 0.4029
73 H 7.0621 0.1899 -3.8821
74 C 3.3541 4.0689 1.8859
75 C 4.2541 3.2029 2.6039
76 C 5.1501 2.3559 1.9529
77 C 5.3341 2.4369 0.5729
78 C 4.5251 3.3199 -0.1541
79 C 3.4381 4.1209 0.4339
80 O 2.5861 4.8039 -0.3641
81 O 6.0431 1.5109 2.5929
82 H 2.5031 4.7069 2.4889
83 H 4.1441 3.1739 3.7399
84 H 6.0561 1.8809 -0.0411
85 H 4.5381 3.3539 -1.2031
86 H 1.7411 5.1879 0.0669
87 H 5.7111 1.1479 3.3309
88 C -3.2989 2.6269 2.0519
89 C -2.0559 3.4929 1.6649
90 C -0.9329 3.3479 2.4329
91 C -0.8749 2.5609 3.5889
92 C -1.9759 1.8759 4.0019
93 C -3.1919 1.9329 3.2559
94 O -4.2289 1.1849 3.8109
95 O 0.2901 4.0279 2.0749
96 H -4.1929 2.7389 1.2759
97 H -1.9429 4.1239 0.7529
98 H 0.0911 2.6789 4.2599
99 H -1.8129 1.2969 4.7699
100 H -4.9009 1.0839 3.0279
101 H -0.0509 4.5629 1.2109

Properties
- Kohn-Sham gap: 6.19 eV
- Net charge: 0



The following is a DFT calculation (ωB97M-V/def2-TZVPD) of a cluster of 3 separate species, C5H12S in total.

Geometry (Å):
1 C -1.5941 0.4584 -1.5961
2 C -0.2155 -0.1655 -1.8540
3 C 0.9299 0.4512 -1.0427
4 C 2.2171 0.1992 -1.0143
5 S -0.9977 -0.4027 1.8270
6 C 0.7719 -0.6270 1.5679
7 H -2.2796 0.4120 -2.4450
8 H -2.0542 -0.0009 -0.7210
9 H -1.3778 1.4990 -1.3348
10 H 0.1068 -0.0248 -2.8977
11 H -0.0897 -1.2637 -1.7682
12 H 1.9589 2.4584 0.9425
13 H 0.5859 1.2854 -0.4228
14 H 1.4186 2.9268 0.7411
15 H 2.5334 -0.8471 -1.1464
16 H 0.9072 -1.2531 0.6887
17 H 1.1306 -1.1262 2.4774
18 H 1.2959 0.3232 1.3918

Properties
- Kohn-Sham gap: 3.95 eV
- Net charge: 0



> Among the records above, which one has the highest Kohn-Sham gap?

C41H46ClN3O10